{"formula": "C9H11N3O", "method": "ωB97M-V/def2-TZVPD", "elements": ["C", "C", "C", "C", "C", "C", "C", "C", "C", "H", "H", "H", "H", "H", "H", "H", "H", "H", "H", "H", "N", "N", "N", "O"], "positions_angstrom": [[-1.0479, 1.6175, 0.1864], [-2.0043, -0.7527, -0.9403], [-3.0832, -1.8231, -0.3269], [-1.6737, -1.8299, 0.4391], [1.1014, 0.7523, -0.2288], [2.3246, 0.7623, -0.9075], [3.2032, -0.4707, -0.4767], [2.7871, -1.4491, 0.3680], [1.4984, -1.4041, 0.8615], [-2.9168, 1.2228, -0.0568], [-1.3435, -1.2325, -1.9770], [-3.0939, -2.8783, -1.1784], [-3.9992, -1.2273, 0.3719], [-0.8189, -2.9998, 0.4586], [-1.8712, -1.4726, 1.5351], [0.6403, 2.7104, -0.2603], [2.9025, 1.8580, -1.2044], [4.2392, -0.4427, -0.8433], [3.6706, -2.0981, 0.6257], [1.0743, -2.2852, 1.3822], [-2.1919, 0.7685, -0.4326], [0.2721, 1.7766, -0.3739], [0.6959, -0.3719, 0.5902], [-1.0687, 2.6523, 1.1015]], "lumo_energy_ev": 0.46, "relative_energy_kcal_mol": 240.2, "e_tot_ha": -588.668909, "orbital_gap_ev": 8.9, "largest_force_ev_per_a": 9.05, "multiplicity": 1}